Entry from OMol25: 8 unconnected molecules or ions with the total composition C28H78N6O10 (wB97M-V/def2-TZVPD).

Computed properties:
* largest force on an atom: 2.2 eV/A
* SMILES: COC[C@H](C)N.COC[C@H](C)N.COC[C@H](C)N.COC[C@H](C)N.COC[C@H](C)N.COC[C@H](C)N.OCCO.OCCO
* multiplicity: 1
* LUMO energy: 0.544 eV
* energy above the lowest of the compared OMol25 structures with the same formula, charge and spin: 6.055 eV
* orbital gap: 9.495 eV

Atoms and positions in Å:
O1 4.640 12.026 15.323
H1 5.301 10.470 19.747
O2 5.737 13.698 21.701
H2 6.781 8.005 13.245
H3 7.519 6.542 19.004
H4 2.294 8.885 12.358
H5 5.522 10.292 14.536
H6 0.298 16.609 11.913
H7 -0.269 11.026 17.022
H8 7.073 12.306 19.891
H9 4.047 14.065 22.821
O3 4.217 8.386 15.644
H10 3.174 9.935 16.584
N1 8.460 8.343 11.929
C1 0.467 11.305 17.781
H11 8.048 6.053 13.423
C2 1.476 12.233 17.120
C3 1.736 12.857 12.659
H12 2.140 12.609 11.682
H13 8.914 6.816 17.991
C4 1.980 7.879 12.645
H14 0.915 10.417 18.233
H15 9.340 9.424 14.001
C5 7.285 3.683 17.809
C6 8.242 9.411 14.077
H16 3.863 5.985 15.492
O4 0.747 8.018 13.347
C7 7.863 8.164 13.291
H17 8.200 6.871 14.979
H18 -0.065 8.093 11.000
H19 1.220 9.703 14.416
H20 5.622 11.714 21.609
C8 0.715 7.581 10.414
C9 7.671 5.105 17.275
H21 7.465 12.515 13.524
H22 4.716 11.339 18.493
C10 5.123 13.864 22.943
H23 -0.966 15.404 13.354
H24 6.133 5.156 16.026
H25 5.115 8.073 15.819
H26 2.759 7.370 13.214
C11 3.757 3.933 14.806
H27 8.216 9.305 11.685
H28 0.166 6.808 9.881
H29 2.292 5.698 14.682
H30 5.965 14.449 19.330
H31 6.285 3.813 18.228
C12 4.126 9.723 16.094
H32 2.651 5.021 16.234
H33 6.802 3.580 12.320
H34 5.384 4.797 13.797
H35 6.299 1.945 11.737
H36 3.930 4.514 12.693
H37 0.745 14.018 14.644
O5 7.366 2.644 16.890
C13 -0.078 15.810 13.869
H38 1.610 8.176 15.279
H39 -0.755 11.462 19.293
H40 8.147 11.924 15.007
H41 9.560 6.743 13.796
C14 8.613 2.426 16.298
C15 0.919 8.664 14.585
H42 9.153 11.942 13.459
N2 6.493 5.815 16.718
H43 5.250 2.817 15.534
C16 8.493 6.918 13.928
O6 5.037 2.867 13.136
H44 9.426 2.560 17.020
H45 8.820 2.956 15.364
H46 8.035 9.323 15.152
C17 4.575 10.635 14.946
H47 1.978 15.191 14.229
H48 1.016 8.435 9.806
C18 5.705 13.549 18.758
O7 1.355 14.234 12.620
C19 6.001 12.403 19.717
H49 1.533 12.057 16.040
O8 2.779 12.340 17.672
C20 5.958 2.914 12.102
H50 8.827 5.396 19.028
H51 5.407 14.794 23.444
C21 5.245 12.557 21.010
O9 -0.206 12.069 18.786
C22 1.735 7.015 11.416
C23 8.178 11.791 13.922
H52 -0.322 17.859 13.019
H53 1.339 17.256 13.140
C24 1.025 14.763 13.886
H54 0.840 5.880 12.772
H55 -1.377 16.488 15.344
H56 5.847 5.662 17.494
N3 5.550 11.161 19.043
N4 -0.425 16.160 15.222
H57 7.922 3.439 18.676
H58 6.432 13.557 17.943
H59 -0.041 8.629 15.105
H60 5.614 3.325 11.133
H61 2.675 6.933 10.864
C25 4.544 4.143 13.517
H62 5.433 12.079 15.875
C26 3.098 5.246 15.258
H63 0.515 5.407 11.337
O10 7.636 10.544 13.511
H64 4.177 12.567 20.776
H65 1.018 13.230 17.155
H66 4.071 3.113 16.627
H67 3.307 12.725 16.959
H68 8.435 4.978 16.505
H69 8.702 1.379 15.997
N5 4.622 3.537 15.890
C27 0.300 16.968 12.942
N6 1.328 5.652 11.901
H70 0.792 12.308 12.751
H71 2.384 12.625 13.504
H72 3.758 10.610 14.221
H73 7.860 7.786 11.321
H74 4.839 9.913 16.911
C28 8.243 6.042 18.359
H75 3.006 3.159 14.594
H76 -0.430 15.362 15.851
H77 5.243 13.060 23.673
H78 4.669 13.705 18.468

Entry from OMol25: 8 unconnected molecules or ions with the total composition C28H78N6O10 (wB97M-V/def2-TZVPD).

Computed properties:
* largest force on an atom: 1.1 eV/A
* SMILES: COC[C@H](C)N.COC[C@H](C)N.COC[C@H](C)N.COC[C@H](C)N.COC[C@H](C)N.COC[C@H](C)N.OCCO.OCCO
* multiplicity: 1
* LUMO energy: 0.450 eV
* energy above the lowest of the compared OMol25 structures with the same formula, charge and spin: 3.590 eV
* orbital gap: 9.373 eV

Atoms and positions in Å:
C1 -5.178 -0.027 1.151
H1 2.653 -2.186 3.630
H2 -2.895 -5.142 -1.668
H3 5.964 6.481 -2.215
C2 4.338 4.535 -1.611
N1 -2.938 -9.264 0.138
H4 3.986 5.390 -1.010
H5 -2.861 -4.405 -0.085
C3 3.232 -1.949 -2.261
H6 4.145 -2.214 -2.799
H7 3.459 0.215 3.437
C4 3.211 -2.660 -0.909
C5 -3.504 -8.166 0.952
H8 0.925 1.012 3.454
C6 -5.441 -0.183 -0.321
C7 -2.577 -7.977 2.148
O1 -2.603 -1.857 0.314
O2 3.917 3.278 -1.126
H9 -7.879 1.602 3.710
H10 6.035 3.552 -2.253
H11 1.104 -2.137 -2.655
C8 -0.591 -1.055 -0.652
H12 2.263 -2.442 -0.406
H13 -4.671 -0.716 -0.875
O3 -6.001 0.926 3.159
H14 -0.590 1.686 -4.476
H15 2.143 -1.825 -4.071
H16 -4.229 0.473 1.368
H17 0.086 -3.909 -3.678
C9 1.301 7.338 0.565
H18 -1.322 -4.782 -0.882
C10 -1.754 -0.728 0.259
H19 -4.495 -8.480 1.285
N2 -5.067 -1.355 1.810
H20 -1.553 -7.921 1.779
N3 2.711 0.527 1.537
H21 -3.508 -9.442 -0.684
H22 -6.706 2.867 3.358
H23 -0.877 7.703 -0.507
H24 3.865 4.652 -2.597
O4 -2.665 1.602 -4.435
H25 -6.312 1.809 1.306
C11 0.228 5.171 1.208
H26 1.308 -0.352 4.515
H27 -1.202 3.515 -3.001
H28 3.476 0.085 1.021
H29 1.873 3.744 -1.131
H30 2.325 -0.271 -1.572
H31 0.558 -0.645 2.964
H32 2.329 6.976 0.648
H33 1.266 8.219 -0.074
C12 -1.362 2.496 -2.644
O5 0.513 -0.206 -0.368
H34 -6.559 1.875 4.859
H35 1.025 7.695 1.566
H36 -2.795 -7.055 2.683
H37 -4.221 -6.122 0.695
H38 4.395 -3.718 3.334
H39 1.186 5.011 1.719
H40 -2.319 0.172 -0.030
H41 -2.062 -8.913 -0.241
N4 -0.951 6.715 -0.305
H42 -0.329 -2.083 -0.380
H43 -2.347 2.465 -2.159
H44 -3.406 -1.642 0.819
H45 2.717 3.901 0.445
C13 5.836 4.508 -1.759
C14 -2.337 -5.132 -0.719
H46 -2.635 -8.867 2.773
C15 6.561 4.505 -0.419
H47 6.121 3.814 0.309
C16 1.039 -4.248 -4.101
H48 2.399 -2.136 1.877
H49 -5.550 0.799 -0.793
H50 1.916 0.203 0.978
H51 1.052 -5.335 -4.016
H52 1.122 -3.950 -5.150
H53 2.389 2.309 -0.243
C17 2.665 3.333 -0.492
H54 6.585 5.500 0.033
C18 0.376 6.219 0.120
O6 2.142 -3.771 -3.358
O7 4.337 -1.839 2.463
H55 0.814 5.697 -0.737
H56 -6.398 -0.685 -0.501
H57 3.946 -0.189 -1.574
C19 2.648 -0.192 2.822
C20 4.704 -3.193 2.421
H58 4.021 -2.304 -0.266
H59 -1.634 6.575 0.427
O8 -2.329 -6.402 -0.118
H60 -0.511 5.525 1.947
C21 -0.201 2.875 1.556
H61 -0.110 2.799 -1.162
C22 -6.268 0.818 1.781
C23 1.292 -0.012 3.478
N5 6.263 5.605 -2.641
C24 -6.816 1.871 3.803
C25 -3.615 -6.879 0.160
O9 -0.225 3.963 0.645
H62 7.277 5.664 -2.623
H63 -1.012 2.975 2.288
H64 -1.229 0.517 -3.341
H65 -4.175 -7.004 -0.785
O10 -0.346 2.071 -1.749
H66 -0.842 -1.030 -1.712
H67 7.586 4.133 -0.514
H68 -7.252 0.347 1.615
H69 -0.402 1.973 0.979
H70 -1.370 -0.506 1.265
C26 2.067 -2.385 -3.127
H71 -5.081 -1.174 2.810
H72 0.773 2.810 2.046
H73 4.253 -3.745 1.582
C27 -1.419 1.503 -3.780
N6 3.149 -0.495 -2.122
H74 -2.929 0.721 -4.706
C28 2.957 -1.669 2.705
H75 -5.903 -1.895 1.603
H76 3.308 -3.743 -1.011
H77 5.782 -3.243 2.281
H78 0.443 0.528 -1.003

Entry from OMol25: 9 unconnected molecules or ions with the total composition C28H79N5O13 (wB97M-V/def2-TZVPD).

Computed properties:
* largest force on an atom: 10.6 eV/A
* SMILES: COC[C@H](C)N.COC[C@H](C)N.COC[C@H](C)N.COC[C@H](C)N.COC[C@H](C)N.OCCO.OCCO.OCCO.OCCO
* multiplicity: 1
* LUMO energy: 0.002 eV
* energy above the lowest of the compared OMol25 structures with the same formula, charge and spin: 10.367 eV
* orbital gap: 8.954 eV

Atoms and positions in Å:
O1 1.567 3.287 4.026
C1 -2.310 -3.762 0.189
H1 -0.066 4.707 -1.134
H2 -2.387 -4.720 -0.436
C2 1.022 -0.942 -3.458
H3 0.567 3.857 -3.360
H4 -1.522 0.198 -1.368
H5 3.141 3.516 -2.966
C3 3.277 1.744 -3.788
H6 -0.798 6.826 -0.307
O2 -1.175 3.592 1.156
C4 2.641 -0.749 0.552
H7 1.841 1.209 -1.880
C5 1.372 -3.077 -2.791
O3 -2.129 2.007 -2.231
O4 3.380 -0.301 -0.598
H8 -4.942 -1.663 6.315
H9 -0.075 -1.083 -3.513
H10 -2.485 -1.601 5.823
O5 0.506 -0.838 1.172
C6 1.089 3.121 -3.869
H11 2.977 1.924 4.253
C7 -1.587 1.248 -1.164
H12 -3.953 3.773 -3.677
O6 1.876 -4.631 4.960
O7 -2.698 -1.864 3.823
C8 3.605 -3.903 -1.973
C9 -1.358 2.553 2.132
H13 2.283 5.118 -0.676
H14 -2.256 1.286 -0.321
C10 2.043 2.009 3.697
H15 2.771 -1.857 0.537
H16 -1.608 -1.248 2.151
H17 2.185 2.043 2.603
H18 -0.487 -2.695 -0.735
H19 0.170 -3.868 4.068
H20 3.074 -0.377 1.540
O8 1.389 0.012 4.484
O9 1.284 -3.771 1.717
H21 1.329 5.504 -5.193
H22 1.546 -0.374 3.686
C11 -1.577 -2.606 -0.569
N1 1.805 -5.289 -2.341
H23 -5.883 -3.000 5.693
H24 -4.684 2.445 -4.475
H25 1.591 6.737 -0.618
H26 -1.542 -2.992 5.205
C12 1.278 -3.824 4.013
H27 1.733 -3.164 -3.825
H28 -1.708 3.133 -4.463
H29 -3.312 -3.430 0.456
C13 0.105 3.983 0.959
H30 3.823 2.368 -4.478
H31 0.518 4.253 1.873
C14 2.398 2.751 -3.069
N2 -0.839 6.009 0.299
H32 1.823 -3.810 -0.855
C15 -4.956 -2.374 5.488
H33 1.682 -4.246 5.783
H34 0.694 3.146 0.632
H35 0.503 -1.709 0.857
C16 1.246 -0.202 0.407
H36 -1.606 -1.680 0.089
H37 -0.665 1.702 -0.982
N3 1.952 2.195 -1.792
O10 -2.133 -2.408 -1.836
H38 -0.590 -1.636 3.535
H39 -3.854 -3.968 4.725
H40 4.005 1.212 -3.211
C17 2.138 -3.995 -1.875
H41 -1.722 -4.745 1.683
H42 -2.037 0.857 -5.666
H43 -1.406 0.825 -3.785
H44 -4.375 -4.291 7.077
C18 -1.578 -1.292 3.252
H45 -5.229 -1.930 4.471
H46 -4.091 3.740 -5.480
H47 -0.982 1.637 1.600
H48 2.691 1.139 -4.428
H49 1.969 -5.276 -3.326
H50 -1.741 5.679 0.004
H51 1.224 0.852 0.715
H52 -2.364 2.538 2.442
H53 2.636 -4.928 2.623
H54 2.937 -0.658 -1.345
H55 4.163 -4.429 -1.160
C19 -3.739 -3.227 5.401
C20 0.893 1.136 4.225
N4 -2.543 1.724 -5.905
C21 1.629 -4.530 2.638
H56 -0.729 2.652 3.012
H57 1.047 -5.469 2.612
H58 2.049 5.817 0.815
H59 -1.700 -0.258 3.508
C22 -3.880 3.172 -4.560
H60 0.358 2.439 -3.860
H61 0.969 0.130 -3.386
H62 0.111 0.796 3.565
H63 0.385 -3.851 1.643
H64 -2.786 -4.240 7.035
H65 3.906 -4.164 -2.963
C23 1.561 5.731 -0.121
H66 2.720 4.884 -6.218
H67 -1.941 2.177 -6.640
H68 2.674 2.367 -1.074
C24 0.203 5.029 -0.119
H69 -2.925 0.488 -3.540
O11 1.515 3.438 -5.161
C25 -2.524 2.417 -4.625
H70 -3.133 -2.366 -1.831
H71 0.523 1.389 5.214
H72 3.921 -2.873 -1.983
H73 0.851 -5.641 -2.345
O12 -1.669 -3.904 1.247
H74 0.327 -3.345 -2.862
H75 1.535 -2.777 3.932
H76 2.680 5.004 -4.477
H77 1.420 -1.046 -4.459
C26 2.052 4.750 -5.311
H78 0.831 3.427 3.503
C27 -2.231 1.367 -3.487
N5 -3.576 -3.655 6.805
C28 -2.441 -2.396 5.102
H79 0.869 -0.343 -0.598
O13 1.649 -1.779 -2.477

| no. | HOMO (eV) |
| --- | --- |
| 1 | -8.950 |
| 2 | -8.923 |
| 3 | -8.951 |